Record 1
Below is a 2-piece molecular cluster, C3H8O2S2 overall in a non-equilibrium geometry, with properties calculated with ωB97M-V/def2-TZVPD.

Summary:
maximum force: 3.41 eV/A
lowest unoccupied orbital energy: 0.4188 eV
structure (SMILES): O=CCCSS.O
E: -29005.0365 eV

The geometry in ORCA input format:
```
! RIJCOSX wB97M-V def2-TZVPD def2/J DEFGRID3
* xyz 0 1
O 1.3949 0.1924 -2.0747
C 0.6235 -0.6251 -1.6862
C -0.3102 -0.5127 -0.5909
C 0.0145 -1.4339 0.6128
S -1.4481 -1.0945 1.6762
S -0.9073 0.7007 2.5019
H 0.5075 -1.7067 -2.2161
H -0.3258 0.5698 -0.1885
H -1.3250 -0.8212 -0.9647
H -0.1635 -2.4608 0.3816
H 1.0568 -1.2511 0.9878
H -2.0002 0.8042 3.3134
O 0.5900 2.6481 -0.5297
H 0.9631 2.1861 -1.2642
H 1.3297 2.8046 0.0413
*
```

=====

Record 2
Below is one molecule with the formula C4H5ClO2 in a non-equilibrium geometry, with properties calculated with ωB97M-V/def2-TZVPD.

Summary:
maximum force: 1.76 eV/A
lowest unoccupied orbital energy: 0.0795 eV
structure (SMILES): O=C/C(=C\Cl)CO
E: -20845.1593 eV

The geometry in ORCA input format:
```
! RIJCOSX wB97M-V def2-TZVPD def2/J DEFGRID3
* xyz 0 1
O 0.5934 -2.3652 0.3997
C 0.2578 -1.6427 -0.4905
C -0.0367 -0.2062 -0.3065
C -0.6477 0.5708 -1.2178
Cl -1.2694 -0.0514 -2.7187
C 0.3094 0.3368 1.0531
O 0.1167 1.6951 0.9695
H 0.2381 -1.9466 -1.5489
H -0.7844 1.6311 -1.0367
H -0.2987 -0.1557 1.8267
H 1.3611 -0.0115 1.2701
H 0.1605 2.1455 1.7999
*
```

=====

Record 3
Below is C10H27ClIIrO2P2S as an isolated structure in a non-equilibrium geometry, with properties calculated with ωB97M-V/def2-TZVPD.

Summary:
maximum force: 4.79 eV/A
lowest unoccupied orbital energy (alpha / beta): -7.9138 / -10.1243 eV
E: -67757.8754 eV

The geometry in ORCA input format:
```
! RIJCOSX wB97M-V def2-TZVPD def2/J DEFGRID3
* xyz 2 5
C 0.2759 1.7073 -2.0201
C 0.7356 1.4458 -0.5689
H 0.0023 2.7805 -2.1115
H -0.7029 1.1148 -2.1569
H 0.9903 1.4747 -2.8158
O 1.3833 2.3225 -0.0206
I 0.6337 -0.5913 1.9315
Ir -0.3650 -0.3073 -0.7958
P 2.3433 -0.5022 -0.2133
C 3.2517 0.6063 0.9680
C 3.1045 -2.1524 -0.0063
H 4.1739 -2.1142 -0.2672
H 4.3087 -0.3092 -1.6360
H 2.5966 -2.8444 -0.6908
H 2.8144 -0.5427 -2.5923
H 3.0776 0.3264 2.0142
H 3.0028 -2.5184 1.0205
C 3.2539 -0.0185 -1.7380
H 4.3197 0.6267 0.7586
H 3.2168 1.0615 -1.9009
H 2.8698 1.6163 0.8436
P -2.5229 -0.4974 -0.1174
C -3.4720 0.4871 1.1027
C -3.3167 0.0519 -1.6507
H -2.5649 -2.8881 -0.3580
H -4.1354 -2.2450 0.2045
H -2.7680 -2.4049 1.3337
C -3.0483 -2.1721 0.3027
H -2.9649 -0.5614 -2.4814
H -4.4011 0.0163 -1.5433
H -4.5316 0.1824 1.0598
H -3.3645 1.5576 0.8958
H -3.0247 1.0901 -1.8417
H -3.0970 0.2909 2.1086
Cl -0.2058 -2.1732 -2.0714
C -0.5258 4.2503 2.6364
S 0.0720 2.5621 2.3985
C -0.0813 1.9228 4.0451
O -0.9553 1.9464 1.4859
H 0.0783 4.7660 3.3947
H -1.5709 4.1773 2.9745
H -0.4270 4.7517 1.6614
H -1.1440 1.8205 4.2889
H 0.4141 0.9463 4.0937
H 0.3744 2.6032 4.7544
*
```

=====

Record 4
Below is C37H29ClN4O6Y as an isolated structure, with properties calculated with ωB97M-V/def2-TZVPD.

Summary:
maximum force: 0.22 eV/A
lowest unoccupied orbital energy: -3.8848 eV
E: -70650.8580 eV

The geometry in ORCA input format:
```
! RIJCOSX wB97M-V def2-TZVPD def2/J DEFGRID3
* xyz 1 1
Y 0.1206 1.5848 -0.4475
O 1.6243 -5.8205 2.9934
C 1.3594 -5.2661 1.7978
O 1.5335 -5.8929 0.7916
C 0.8387 -3.8570 1.7846
C 0.2412 -3.4212 0.6066
C -0.2332 -2.1287 0.5041
C -0.1368 -1.2666 1.5911
C 0.4754 -1.6829 2.7669
C 0.9653 -2.9777 2.8555
N -0.6603 0.0485 1.4330
C -1.3468 0.5647 2.3712
C -1.9472 1.9010 2.2115
C -2.7296 2.4460 3.2134
C -3.2977 3.6957 3.0089
C -3.0681 4.3447 1.8099
C -2.2725 3.7222 0.8572
N -1.7238 2.5268 1.0458
H 1.3306 -5.2582 3.7188
H 0.1810 -4.1045 -0.2293
H -0.6768 -1.7827 -0.4228
H 0.5961 -0.9971 3.5970
H 1.4778 -3.2652 3.7661
H -1.5506 0.0297 3.3000
H -2.8791 1.9036 4.1375
H -3.9106 4.1519 3.7745
H -3.4910 5.3182 1.6069
H -2.0623 4.2071 -0.0898
N 0.1401 2.0100 -2.8695
C -1.1306 2.0336 -3.5202
C -1.3535 2.6460 -4.7202
C -2.6259 2.6011 -5.3303
C -3.6518 1.9199 -4.7456
C -3.4559 1.2821 -3.4977
C -4.4730 0.5603 -2.8371
C -4.2222 -0.0060 -1.6208
C -2.9557 0.1749 -1.0416
N -1.9744 0.8317 -1.6229
C -2.1984 1.3655 -2.8646
H 0.7433 2.7492 -3.2117
H 0.6058 1.0943 -3.0553
H -0.5371 3.1523 -5.2205
H -2.7708 3.0946 -6.2815
H -4.6225 1.8580 -5.2201
H -5.4438 0.4647 -3.3077
H -4.9742 -0.5730 -1.0914
H -2.7487 -0.2316 -0.0590
O 1.1135 -0.6472 -2.8709
C 1.7204 -0.7637 -1.8022
O 1.6844 0.1702 -0.8858
C 2.4754 -1.9867 -1.4430
C 3.2594 -2.0083 -0.2979
C 3.9390 -3.1620 0.0956
C 3.7722 -4.2745 -0.6910
O 4.3233 -5.4999 -0.5318
C 3.6754 -6.3450 -1.4910
O 3.0160 -5.4880 -2.4258
C 2.9805 -4.2586 -1.8366
C 2.3336 -3.1298 -2.2531
H 3.3381 -1.1102 0.2980
H 4.5670 -3.1863 0.9755
H 2.9388 -6.9630 -0.9760
H 4.4263 -6.9349 -2.0108
H 1.7324 -3.1007 -3.1507
Cl 0.7601 1.7973 5.3972
C 1.0551 2.4285 3.8014
C 0.5328 3.6763 3.4425
C 0.6822 4.1393 2.1599
C 1.3531 3.3882 1.1586
C 1.2820 3.7085 -0.2495
C 1.9300 2.1733 1.5878
C 1.7924 1.7051 2.8971
H 0.0133 4.2682 4.1853
H 0.2787 5.1096 1.8939
H 2.1848 3.4590 -0.8130
H 0.9155 4.7017 -0.4927
H 2.5573 1.6083 0.9023
H 2.2587 0.7736 3.1906
*
```

=====

Record 5
Below is an isolated ion of composition C24H18N3O3S and charge +1 in a non-equilibrium geometry, with properties calculated with ωB97M-V/def2-TZVPD.

Summary:
maximum force: 1.47 eV/A
lowest unoccupied orbital energy: -3.0652 eV
structure (SMILES): COc1cccc([NH2+]c2nc(-c3cccc(N4C(=O)c5ccccc5C4=O)c3)cs2)c1
E: -46622.4969 eV

The geometry in ORCA input format:
```
! RIJCOSX wB97M-V def2-TZVPD def2/J DEFGRID3
* xyz 1 1
C -8.5735 -1.0857 0.5535
O -7.4667 -0.8303 -0.2921
C -6.2275 -1.0464 0.1612
C -5.8929 -1.5148 1.4347
C -4.5693 -1.6983 1.7887
C -3.5434 -1.4255 0.8976
C -3.8858 -0.9675 -0.3626
N -2.8116 -0.6260 -1.3207
C -2.2196 0.6681 -1.0259
N -0.9867 0.7658 -0.6965
C -0.6325 2.0584 -0.4467
C 0.7497 2.3718 -0.1146
C 1.1571 3.6666 0.2045
C 2.4906 3.9192 0.4630
C 3.4317 2.9070 0.3956
C 3.0280 1.6079 0.0953
N 3.9774 0.5688 0.0171
C 3.8909 -0.5133 -0.8688
O 2.9806 -0.7231 -1.6303
C 5.1223 -1.3014 -0.6575
C 5.5687 -2.4489 -1.2811
C 6.7908 -2.9721 -0.8695
C 7.5321 -2.3641 0.1328
C 7.0808 -1.2079 0.7623
C 5.8707 -0.6883 0.3505
C 5.1420 0.5126 0.8066
O 5.4275 1.2909 1.6753
C 1.6878 1.3414 -0.1466
C -1.6768 2.9402 -0.5916
S -3.1266 2.1501 -1.0527
C -5.1941 -0.7688 -0.7446
H -9.4525 -0.8385 -0.0380
H -8.6162 -2.1381 0.8445
H -8.5463 -0.4538 1.4446
H -6.6631 -1.7372 2.1542
H -4.3305 -2.0595 2.7760
H -2.5117 -1.5621 1.1783
H -3.1964 -0.6440 -2.2755
H -2.0388 -1.3069 -1.2563
H 0.4418 4.4719 0.2507
H 2.8080 4.9208 0.7075
H 4.4697 3.1239 0.5842
H 4.9883 -2.9164 -2.0609
H 7.1691 -3.8668 -1.3400
H 8.4769 -2.7938 0.4284
H 7.6518 -0.7276 1.5411
H 1.3636 0.3437 -0.3873
H -1.6767 4.0027 -0.4634
H -5.4588 -0.4046 -1.7248
*
```

=====

Record 6
Below is one molecule with the formula C2H3N3O in a non-equilibrium geometry, with properties calculated with ωB97M-V/def2-TZVPD.

Summary:
maximum force: 3.69 eV/A
lowest unoccupied orbital energy: 0.3786 eV
E: -8637.3317 eV

The geometry in ORCA input format:
```
! RIJCOSX wB97M-V def2-TZVPD def2/J DEFGRID3
* xyz 0 1
N -1.4510 0.0817 0.1257
C -0.3079 -0.5629 -0.1197
C 0.9854 0.0509 -0.3563
N 1.6311 0.8714 0.4162
N 2.1922 1.5815 1.1168
O -0.2908 -1.7371 -0.5127
H -2.2641 -0.5066 0.0564
H -1.5020 1.0381 0.4245
H 1.0071 -0.8170 -1.1508
*
```

=====

Record 7
Below is C6H10Cl2NaO14 as an isolated structure in a non-equilibrium geometry, with properties calculated with ωB97M-V/def2-TZVPD.

Summary:
maximum force: 6.13 eV/A
lowest unoccupied orbital energy (alpha / beta): -0.1605 / -5.8708 eV
E: -64492.6319 eV

The geometry in ORCA input format:
```
! RIJCOSX wB97M-V def2-TZVPD def2/J DEFGRID3
* xyz 0 2
Na -1.2693 -0.5594 1.1355
Cl -3.2173 1.9830 1.7989
O -2.6015 1.2421 2.7827
O -4.6031 1.8509 2.1797
O -2.7680 3.3563 1.8628
O -2.9625 1.3701 0.5237
Cl -3.3841 -3.5282 1.6557
O -3.2063 -4.3693 0.5171
O -2.1681 -3.3544 2.4196
O -3.6968 -2.2084 1.2527
O -4.4739 -4.0450 2.4877
C 0.8533 -1.1511 -3.1124
C -0.2906 -0.3354 -2.7427
O -0.5796 -0.8277 -1.4418
C 0.0345 -1.9414 -1.2493
O -0.0328 -2.6236 -0.2904
O 0.8315 -2.2063 -2.2604
H 1.7940 -0.6140 -2.9916
H 0.7916 -1.5320 -4.1318
H -1.1225 -0.3665 -3.4462
H -0.0563 0.7153 -2.5716
C 2.7115 1.7778 2.5014
O 2.8484 1.6314 1.0862
C 1.7443 1.2609 0.3488
O 0.6300 0.9600 0.7905
O 2.0304 1.1229 -0.9477
C 3.3025 1.6332 -1.5400
H 1.9297 2.5141 2.6878
H 3.6437 2.1699 2.9082
H 2.4627 0.8755 3.0600
H 3.1417 1.6043 -2.6177
H 4.1458 0.9493 -1.4434
H 3.5370 2.6458 -1.2119
*
```

=====

Record 8
Below is C28H43F9HoOP2 as an isolated structure in a non-equilibrium geometry, with properties calculated with ωB97M-V/def2-TZVPD.

Summary:
maximum force: 2.03 eV/A
lowest unoccupied orbital energy (alpha / beta): -2.9205 / -2.7932 eV
E: -100611.9480 eV

The geometry in ORCA input format:
```
! RIJCOSX wB97M-V def2-TZVPD def2/J DEFGRID3
* xyz 1 5
Ho 0.3898 0.0573 -0.3324
C 1.1874 -0.6978 1.9502
C -0.0962 -0.1048 2.1692
C -0.4107 -2.0870 1.0207
C 0.9880 -1.9288 1.2494
C -1.0810 -0.9592 1.5825
C 2.5006 -0.2051 2.4460
H 2.4636 0.8663 2.6793
H 3.2897 -0.3602 1.6982
H 2.8070 -0.7390 3.3574
C 2.0150 -2.9575 0.9703
H 3.0187 -2.5186 0.9643
H 1.8439 -3.4222 -0.0051
H 1.9965 -3.7522 1.7310
C -1.0422 -3.2999 0.4490
H -0.9851 -4.1370 1.1613
H -0.5312 -3.6168 -0.4688
H -2.0986 -3.1273 0.2175
C -2.5569 -0.8200 1.7077
H -2.9404 -1.4221 2.5461
H -3.0660 -1.1677 0.8001
H -2.8472 0.2212 1.8884
C -0.3742 1.1211 2.9667
H -0.5831 0.8860 4.0203
H -1.2489 1.6567 2.5760
H 0.4756 1.8101 2.9443
C 2.2167 6.0336 -2.5440
C 2.4655 6.4297 -1.2775
C 1.8156 7.5998 -0.6008
C 0.3531 7.9175 -1.0291
C -0.5511 6.7283 -1.1718
C -0.8150 6.0681 -2.3140
C -0.1103 6.2829 -3.6206
C 1.3591 6.7834 -3.5189
H 2.4215 8.5093 -0.7646
H 0.3657 8.5358 -1.9360
H 1.8192 7.4395 0.4874
H 1.3545 7.8620 -3.3187
H 2.7870 5.2070 -2.9745
H 3.3083 5.9871 -0.7330
H 1.8095 6.6574 -4.5189
H -0.1114 5.3431 -4.1913
H -1.6854 5.3990 -2.3555
H -0.6813 7.0017 -4.2336
H -0.0742 8.5528 -0.2339
H -1.1159 6.4901 -0.2658
P 1.3614 2.5620 -0.8068
P -1.8783 1.4008 -1.3486
C 0.2320 3.2795 -2.0798
C -0.9722 2.4564 -2.5813
H 0.8441 3.5895 -2.9386
H -0.1244 4.2094 -1.6226
H -1.7351 3.1234 -3.0072
H -0.6495 1.7888 -3.3946
C -3.0181 0.3914 -2.3644
H -3.6619 -0.2045 -1.6998
H -2.4386 -0.2952 -2.9971
H -3.6476 1.0302 -3.0009
C -2.9807 2.5450 -0.4337
H -3.5410 3.1837 -1.1298
H -2.3752 3.1706 0.2363
H -3.6924 1.9696 0.1788
C 2.9426 2.2818 -1.6885
H 3.5892 1.6916 -1.0228
H 3.4517 3.2228 -1.9461
H 2.7771 1.6864 -2.5986
C 1.6675 3.8076 0.4885
H 0.7894 3.9145 1.1323
H 1.9112 4.8031 0.1013
H 2.5043 3.4908 1.1248
F 1.6497 0.2916 -4.1062
C 2.1099 -0.9897 -4.0086
F 2.1978 -1.4888 -5.2639
F 3.3625 -0.9049 -3.4916
C 1.1962 -1.8167 -3.0821
O 0.9420 -1.1450 -1.9052
C -0.1147 -2.1099 -3.8466
F 0.0378 -2.9492 -4.8989
F -1.0414 -2.6488 -3.0040
F -0.6600 -0.9461 -4.3206
C 1.8953 -3.1660 -2.8370
F 2.3193 -3.7547 -3.9798
F 2.9691 -2.9984 -2.0273
F 1.0603 -4.0407 -2.2008
*
```